# 1
Entry from the OMol25 dataset: C30H20Cl3N6O6Pd as an isolated structure (the ωB97M-V functional and the def2-TZVPD basis).

Last column: Löwdin charge in e.
Geometry (Å):
C -3.641 1.973 0.492  0.044
C 2.710 -2.287 0.807  -0.020
N 1.779 -0.040 0.944  -0.017
C 4.790 -2.649 -0.342  -0.060
C 0.853 -2.027 -3.170  -0.146
H 0.933 -3.791 -4.420  0.033
Pd 0.006 0.042 0.068  1.373
C 3.703 -3.146 0.366  -0.054
H 1.893 -2.657 1.411  0.115
C -0.297 -4.153 -0.397  -0.034
C 1.051 -0.657 -3.165  -0.022
H 1.858 2.488 -3.066  0.023
N -1.412 2.012 1.383  0.182
H 5.747 -0.898 -1.133  0.113
O 0.889 1.466 -1.118  -0.173
C -2.338 1.529 0.449  -0.283
H -3.920 2.707 1.233  0.134
O -1.229 -3.022 2.278  0.132
C 0.818 1.831 2.040  -0.168
C -0.862 -2.305 1.373  -0.511
C 1.086 -2.736 -4.348  -0.041
H 1.692 -2.648 -6.383  0.117
Cl 0.251 4.029 -3.765  0.654
Cl 0.586 -5.274 -2.719  0.920
H -1.135 -4.626 1.862  0.068
C 1.929 0.980 1.806  -0.194
C 2.807 -0.924 0.540  -0.280
C 0.433 2.660 -1.432  -0.705
O -0.851 -1.010 1.491  -0.075
H 1.630 1.062 -4.284  0.086
O -1.021 -5.528 1.474  0.152
H 3.954 0.577 2.457  0.122
N 0.393 -2.675 -1.950  0.006
H 3.961 0.641 -0.364  0.126
N -0.279 1.523 1.287  -0.062
H 5.560 -3.323 -0.693  0.113
C -0.399 -2.840 0.062  -0.153
H 2.059 -0.192 -6.370  0.116
C 1.283 3.256 -2.569  -1.030
C 0.840 2.894 2.969  0.016
Cl 2.437 4.388 -1.842  0.644
H -2.395 -0.612 -2.035  0.126
H -4.789 0.076 -2.068  0.122
C 0.217 -4.000 -1.676  -0.530
C 3.096 1.221 2.573  0.014
C 1.721 -0.705 -5.481  -0.054
C 1.518 -2.072 -5.485  -0.054
C 3.907 -0.420 -0.152  -0.016
H 0.900 -0.059 -2.289  0.047
H -0.036 3.515 3.091  0.125
O -0.421 -6.503 -0.408  0.087
C 4.896 -1.287 -0.590  -0.055
H -5.579 1.756 -0.400  0.127
C -4.544 1.442 -0.418  -0.004
C -2.786 0.110 -1.330  -0.067
O -0.463 3.287 -0.935  0.070
H 3.636 -4.202 0.591  0.116
C -0.591 -5.501 0.227  -0.492
C 1.981 3.098 3.678  -0.052
H 3.996 2.419 4.058  0.122
N -1.920 0.614 -0.456  0.018
C 3.101 2.250 3.472  -0.024
C -4.113 0.505 -1.343  -0.014
N 0.012 -1.959 -0.850  0.059
H 2.035 3.898 4.401  0.116
C 1.480 -0.006 -4.312  -0.048

## Properties
LUMO (alpha / beta): -5.2048 / -5.2048 eV
M: 773.31 g mol⁻¹
Electronic energy: -3443.3949 Eh
Total charge: +1
Highest occupied orbital energy (alpha / beta): -11.161 / -11.160 eV

# 2
Entry from the OMol25 dataset: C30H20ClN2O5PPd as an isolated structure (the ωB97M-V functional and the def2-TZVPD basis).

Last column: Löwdin spin population.
Geometry (Å):
C -2.139 2.315 -1.949  0.051
N -2.585 0.180 -2.333  0.109
C 3.373 1.072 -0.257  0.004
O -0.071 2.929 -0.921  0.134
C -0.552 0.065 4.759  0.000
C -1.122 -1.749 -2.278  0.300
C -3.404 2.368 -2.487  0.034
C 2.256 -3.478 0.096  0.019
C -0.257 2.412 4.260  -0.001
C 4.696 1.396 -0.528  0.001
H 3.150 -4.091 0.072  -0.005
H 0.637 2.870 2.360  0.001
H -4.124 -4.191 -1.944  -0.004
C -0.811 -3.148 -1.868  0.115
C 5.067 1.551 1.845  0.000
C -3.500 -2.129 -2.066  0.303
C -2.402 -1.263 -2.241  0.041
C 0.018 -0.277 3.543  0.010
C -0.199 -3.212 -0.361  0.133
H -0.883 -0.713 5.438  0.000
O -5.497 3.183 -3.179  0.008
H -0.021 -3.527 -2.522  0.020
Cl -4.954 0.333 -3.518  0.210
H 5.733 1.767 2.673  0.000
C 2.398 0.897 -1.316  -0.003
C -3.670 0.967 -2.764  0.222
C -0.045 -1.856 0.254  0.293
C -3.268 -3.526 -1.987  0.015
H -0.966 -3.753 0.210  0.033
H 5.043 1.480 -1.553  0.000
H -1.144 1.660 6.063  0.001
Pd 0.410 0.823 -0.993  0.599
C 3.743 1.184 2.107  0.007
C -0.689 1.401 5.113  0.010
P 1.190 0.379 1.129  0.086
H -3.126 4.790 -2.157  0.001
H 3.387 1.089 3.127  0.000
H -0.317 -1.149 -2.645  0.016
C -4.419 3.496 -2.759  0.000
C 2.902 0.940 1.047  0.010
O -1.495 4.553 -1.433  0.007
H -1.860 -5.106 -1.840  0.010
O 2.318 0.810 -2.480  -0.003
H 1.044 -5.015 -0.718  0.010
H 6.570 1.927 0.361  0.000
O -4.052 4.719 -2.540  -0.002
C -2.015 -4.034 -1.927  0.227
C 1.168 -1.372 0.682  0.076
C 5.541 1.643 0.543  0.004
C 0.455 0.740 2.695  0.013
C 0.313 2.088 3.040  0.008
H 3.294 -1.768 0.947  0.016
C 2.345 -2.156 0.598  0.316
C 1.079 -3.994 -0.345  0.236
H 0.133 -1.318 3.262  0.000
N -1.693 0.999 -1.879  0.271
H -0.943 -1.274 0.414  0.013
C -1.166 3.377 -1.389  0.011
H -4.508 -1.758 -2.007  0.015
H -0.367 3.451 4.546  0.000

## Properties
Multiplicity: 5
Expectation value of S²: 6.106
LUMO (alpha / beta): -6.9560 / -10.2805 eV
M: 661.35 g mol⁻¹
Electronic energy: -2569.6040 Eh
Total charge: +2
Highest occupied orbital energy (alpha / beta): -13.191 / -14.947 eV

# 3
Entry from the OMol25 dataset: C30H20ClN6OsSe as an isolated structure (the ωB97M-V functional and the def2-TZVPD basis).

Last column: Löwdin charge in e.
Geometry (Å):
C 4.162 -0.540 0.874  -0.060
Cl -2.616 1.597 -1.275  0.100
C 0.836 -1.687 -4.335  -0.333
H 3.218 1.236 1.630  0.113
C 1.586 -1.512 0.471  -0.043
H -0.954 -3.748 -3.946  0.129
H 3.093 1.817 -4.012  0.132
H 2.532 -3.284 -0.263  0.112
N 0.485 1.122 -1.265  -0.062
Os -1.009 0.790 0.145  1.278
C -2.129 3.331 1.521  -0.106
H -2.884 4.955 2.676  0.113
C 1.585 0.475 -3.290  -0.060
C -1.240 -1.253 2.524  -0.102
H -3.959 -2.615 4.018  0.110
H 0.654 3.107 4.248  0.119
H -0.166 -1.276 2.625  0.086
C -4.004 -1.223 2.386  -0.074
H 5.164 -0.162 1.028  0.112
H -3.782 0.128 0.753  0.064
C 1.241 2.221 -1.210  -0.071
C 2.363 1.630 -3.236  0.050
H -2.519 -3.904 -1.994  0.122
C -1.992 -2.028 3.397  -0.068
C -1.141 2.335 1.399  -0.291
H -1.487 -2.637 4.136  0.111
C -0.200 -0.923 -2.259  -0.157
N 1.000 -2.524 -5.321  -0.210
C -1.855 -0.461 1.556  -0.305
H -2.485 -2.119 -0.270  0.112
H 1.070 2.875 -0.366  0.124
C 3.970 -1.806 0.336  -0.065
C -3.375 -2.015 3.334  -0.072
C 1.687 -0.524 -4.344  -0.335
N -1.028 -1.017 -1.202  -0.040
C -0.131 -1.887 -3.264  -0.066
C 3.076 0.249 1.214  -0.016
N 0.841 1.376 2.287  0.130
C 2.183 2.508 -2.186  0.004
C -1.123 4.137 3.586  -0.056
C -0.983 -2.987 -3.178  0.038
N 2.530 -0.433 -5.335  -0.211
H 0.583 -1.895 0.343  0.093
N 0.656 0.582 1.311  -0.165
Se 2.299 -1.876 -6.356  1.182
C 0.648 0.255 -2.283  -0.127
H -2.904 3.416 0.772  0.067
C -1.833 -2.072 -1.132  -0.077
C -0.126 3.193 3.504  -0.004
C 2.684 -2.292 0.139  -0.058
H 4.824 -2.414 0.070  0.111
H -5.085 -1.192 2.329  0.112
C -2.113 4.200 2.593  -0.053
C -3.261 -0.474 1.486  -0.144
C 1.792 -0.249 1.013  -0.251
H 2.762 3.417 -2.107  0.124
H -1.147 4.837 4.410  0.112
C -1.839 -3.071 -2.102  0.003
C -0.153 2.309 2.418  -0.286

## Properties
LUMO (alpha / beta): -4.5789 / -4.5766 eV
M: 769.18 g mol⁻¹
Electronic energy: -4435.8754 Eh
Total charge: +1
Highest occupied orbital energy (alpha / beta): -11.297 / -11.299 eV

# 4
Entry from the OMol25 dataset: C30H20F10N9Ti as an isolated structure (the ωB97M-V functional and the def2-TZVPD basis).

Last column: Löwdin charge in e.
Geometry (Å):
C -4.012 -1.480 0.105  0.012
N -1.637 -1.125 0.380  -0.115
F -3.030 4.330 -3.446  0.156
F 1.263 4.301 -4.542  0.150
H 1.890 0.699 2.794  0.117
F -2.966 3.487 -0.920  0.106
C 5.374 -0.211 -0.314  -0.329
N -1.470 -2.433 0.658  0.064
C -2.797 1.219 -1.567  0.011
C 0.816 2.367 -3.280  -0.147
C 1.436 4.395 -2.188  -0.133
H 1.992 2.683 1.677  0.135
C -2.946 0.829 -0.068  -0.297
H -3.136 1.470 2.386  0.130
Ti 0.100 -0.159 0.218  1.180
H 0.466 -1.006 4.141  0.112
F -2.902 2.552 -5.493  0.177
C 0.715 1.796 -2.033  -0.100
C 0.992 2.248 1.624  -0.163
C 0.948 2.439 -0.814  -0.171
C -5.375 0.522 0.345  -0.035
C 1.838 -3.824 -1.286  -0.049
H -4.424 2.398 0.516  0.131
F 1.571 4.536 0.137  0.109
H 0.639 1.590 3.655  0.141
H -3.873 -2.551 0.057  0.121
C -2.914 2.569 -1.901  -0.149
N 0.745 1.696 0.298  -0.131
F 0.550 1.654 -4.369  0.149
C -1.407 0.328 2.872  -0.152
N -0.046 0.043 2.366  -0.274
H 2.665 -4.177 -1.883  0.113
F 1.779 5.669 -2.255  0.159
C 0.119 -4.215 0.353  0.003
H 1.888 -1.843 -2.083  0.123
H -1.716 2.394 0.374  0.118
C -5.232 -0.907 0.130  -0.006
N 1.925 -0.570 0.610  0.028
F -2.416 -0.955 -2.486  0.130
C 1.403 -2.535 -1.404  -0.128
H -0.306 -1.995 2.887  0.088
H -2.007 -0.570 2.745  0.121
C -2.932 3.032 -3.201  -0.130
C 1.202 -4.666 -0.353  -0.035
H -0.415 -4.832 1.060  0.119
H -1.360 0.541 3.944  0.142
C -2.648 0.348 -2.651  -0.142
N -1.831 1.441 0.698  0.015
C 0.404 -1.191 3.066  -0.047
H -1.677 2.436 2.536  0.127
H 1.568 -5.672 -0.196  0.119
C -2.851 2.129 -4.249  -0.129
H -6.122 -1.516 0.056  0.121
C -4.321 1.339 0.321  -0.014
H 1.380 -1.494 2.702  0.083
F 0.310 0.471 -1.899  0.023
N 4.212 0.080 0.212  0.153
C 3.061 -0.289 0.368  -0.234
C -2.842 -0.663 0.176  -0.183
H 0.290 3.061 1.837  0.115
C -0.318 -2.894 0.134  -0.354
H -6.359 0.919 0.560  0.120
C 1.179 3.699 -3.364  -0.139
N 6.421 -0.402 -0.760  0.148
F -2.576 -0.092 -4.952  0.160
C 1.328 3.788 -0.949  -0.120
C 0.905 1.147 2.692  -0.136
N 0.368 -2.049 -0.690  -0.031
C -2.068 1.494 2.156  -0.123
C -2.696 0.783 -3.966  -0.134

## Properties
LUMO: -4.9035 eV
M: 744.40 g mol⁻¹
Electronic energy: -3495.8411 Eh
Total charge: +1
Highest occupied orbital energy: -10.605 eV